The following is a DFT calculation (ωB97M-V with the def2-TZVPD basis set) of C5H5ClOS as an isolated structure at a distorted geometry.

Output
E_LUMO   -0.428 eV

Positions of all 13 atoms, in Å:
Cl (1.30, -0.99, -1.68)
S (0.88, -2.08, 2.07)
O (1.77, 0.39, 1.30)
C (1.03, 1.06, 0.23)
C (0.46, -0.32, -0.19)
C (-1.88, 0.30, -0.79)
C (-0.98, -0.58, -0.31)
C (1.12, -0.80, 1.09)
H (-1.27, -1.59, 0.05)
H (1.71, 1.51, -0.51)
H (-2.94, 0.01, -0.76)
H (-1.59, 1.30, -1.18)
H (0.37, 1.80, 0.70)